# 1
A cluster of 2 separate species, ClH3OSi in total in a non-equilibrium geometry. Source: the Open Molecules 2025 dataset; level of theory: ωB97M-V with the def2-TZVPD basis set.

```
6
Properties=species:S:1:pos:R:3:forces:R:3:nbo_charge:R:1
O -1.1756 1.4502 0.9092 0.47 -1.21 -0.97 -0.613
Si 0.8236 -0.4845 -0.2497 2.07 2.60 1.89 0.877
Cl -2.5549 0.8615 0.1934 0.55 0.28 0.33 0.184
H -0.2080 -1.3373 0.0753 -1.33 -1.48 0.42 -0.170
H 0.9596 -0.0625 -1.6329 0.12 0.01 -0.22 -0.156
H 2.1554 -0.4275 0.7046 -1.88 -0.20 -1.46 -0.122
```
Forces are in eV/Å.

Its spin multiplicity is 1. For the energy above the lowest of the compared OMol25 structures with the same formula, charge and spin, the calculation gives 186.6 kcal per mole. The gap between HOMO and LUMO (alpha / beta) comes out at 7.7 / 6.0 eV.

=====

# 2
The molecule C5H6O2. Source: the Open Molecules 2025 dataset; level of theory: ωB97M-V with the def2-TZVPD basis set.

```
13
Properties=species:S:1:pos:R:3:forces:R:3:nbo_charge:R:1
O -1.0824 -1.4671 -2.2617 0.31 0.19 0.37 -0.551
C -0.4491 -0.9266 -1.4007 -0.23 -0.28 -0.23 0.795
C -0.2960 1.1720 1.4635 0.05 -0.10 -0.09 -0.377
C 0.0464 0.2912 0.5339 -0.02 0.16 0.11 -0.014
C 1.1633 0.4308 -0.4705 0.10 0.13 0.16 -0.108
O 0.6467 -0.1681 -1.6685 -0.09 -0.06 -0.11 -0.488
C -0.6817 -0.9469 0.1042 -0.11 0.01 0.01 -0.566
H -1.1580 1.0113 2.1052 0.13 0.00 -0.08 0.207
H 0.2655 2.0920 1.6052 -0.04 -0.16 -0.01 0.205
H 1.4313 1.4669 -0.6887 -0.06 -0.14 0.03 0.205
H 2.0645 -0.1192 -0.1689 -0.13 0.08 -0.02 0.191
H -0.2064 -1.8564 0.4994 -0.05 0.13 -0.07 0.249
H -1.7442 -0.9800 0.3476 0.15 0.03 -0.07 0.252
```
Forces are in eV/Å.

Its spin multiplicity is 1. For the energy above the lowest of the compared OMol25 structures with the same formula, charge and spin, the calculation gives 7.6 kcal per mole. The gap between HOMO and LUMO comes out at 10.8 eV. The structure (SMILES) is C=C1COC(=O)C1.

=====

# 3
The molecule C5H2N2O in a non-equilibrium geometry. Source: the Open Molecules 2025 dataset; level of theory: ωB97M-V with the def2-TZVPD basis set.

```
10
Properties=species:S:1:pos:R:3:forces:R:3:nbo_charge:R:1
C -1.6645 -0.8927 0.1957 2.34 -1.80 -0.03 0.604
C -0.2879 -1.7478 0.3669 -0.89 1.63 -0.76 0.056
C 0.1374 0.2521 -0.3626 -2.65 0.49 3.65 0.396
C 1.0045 1.4324 -0.4023 -1.12 -0.66 -0.84 -0.104
C 1.6079 2.4833 -0.4055 4.00 1.10 1.69 -0.123
H -0.1649 -2.7685 0.4933 -0.04 -1.87 0.82 0.204
H 2.6357 3.1482 -0.0794 -3.91 -1.95 -1.45 0.296
N 0.7204 -1.0359 0.0782 -0.23 0.35 -1.15 -0.416
N -1.1841 0.3100 -0.1491 3.58 3.72 -2.39 -0.474
O -2.8044 -1.1811 0.2648 -1.08 -1.01 0.46 -0.437
```
Forces are in eV/Å.

Its spin multiplicity is 1. For the energy above the lowest of the compared OMol25 structures with the same formula, charge and spin, the calculation gives 58.5 kcal per mole. The gap between HOMO and LUMO comes out at 8.3 eV. The structure (SMILES) is C#CC1=NC(=O)C=N1.